{
  "formula": "C14H29N3O18",
  "method": "the ωB97M-V functional and the def2-TZVPD basis",
  "elements": ["O", "O", "O", "O", "O", "O", "O", "O", "O", "O", "O", "O", "O", "O", "O", "O", "O", "O", "N", "N", "N", "C", "C", "C", "C", "C", "C", "C", "C", "C", "C", "C", "C", "C", "C", "H", "H", "H", "H", "H", "H", "H", "H", "H", "H", "H", "H", "H", "H", "H", "H", "H", "H", "H", "H", "H", "H", "H", "H", "H", "H", "H", "H", "H"],
  "coordinates": [[1.235, -20.556, 12.592], [1.191, -14.662, 11.402], [1.724, -16.306, 12.921], [-2.445, -23.556, 12.255], [5.266, -17.068, 16.481], [-0.842, -22.328, 13.190], [5.877, -16.849, 12.997], [4.981, -16.574, 10.929], [7.036, -15.869, 11.362], [0.909, -16.754, 10.871], [0.196, -21.677, 15.543], [1.593, -19.456, 14.579], [0.534, -25.571, 15.063], [2.776, -19.072, 12.659], [-0.003, -20.227, 17.256], [0.950, -21.130, 9.039], [-1.116, -22.366, 10.960], [0.305, -22.359, 17.672], [1.615, -23.820, 14.058], [4.564, -18.495, 14.791], [1.916, -19.363, 10.171], [5.035, -19.893, 15.220], [-1.472, -22.786, 12.094], [0.790, -20.022, 9.426], [-0.505, -19.216, 9.335], [3.129, -19.132, 9.264], [1.941, -19.767, 13.311], [5.979, -16.307, 11.854], [2.898, -17.165, 16.346], [4.301, -17.476, 15.908], [0.253, -21.469, 16.782], [1.212, -15.867, 11.694], [2.952, -24.063, 14.804], [0.854, -25.130, 13.998], [0.403, -25.693, 12.685], [5.194, -18.025, 14.122], [3.739, -18.626, 14.192], [3.443, -23.094, 14.725], [1.004, -23.040, 14.357], [2.755, -24.393, 15.817], [-0.326, -21.707, 12.623], [-0.315, -18.344, 8.707], [1.826, -17.262, 12.732], [2.327, -16.735, 15.524], [2.981, -16.613, 17.282], [2.394, -18.034, 16.779], [0.908, -20.165, 14.482], [1.613, -18.553, 10.702], [4.583, -17.184, 11.581], [2.264, -19.893, 10.982], [-0.170, -24.910, 12.176], [2.790, -18.630, 8.360], [3.482, -20.126, 9.001], [-1.234, -19.905, 8.917], [4.451, -20.095, 16.118], [-0.781, -18.829, 10.315], [3.491, -24.731, 14.136], [4.662, -20.578, 14.462], [-0.569, -20.006, 16.492], [-0.099, -26.640, 12.866], [1.857, -23.626, 13.087], [6.096, -20.017, 15.408], [3.823, -18.492, 9.804], [1.206, -25.992, 12.006]],
  "total_charge": -2,
  "largest_force_ev_per_a": 4.93,
  "e_lumo_ev": 3.32,
  "homo_lumo_gap_ev": 6.20,
  "relative_energy_kj_mol": 110.3,
  "molar_mass_g_mol": 527.4,
  "e_homo_ev": -2.88
}